# 1
Molecular formula: C8H14F2N3O7PS3
Method: DFT, ωB97M-V with the def2-TZVPD basis set

The LUMO energy is -0.60 eV. For the HOMO energy, the calculation gives -9.5 eV.

Positions of all 38 atoms, in Å:
N -0.52088 -3.77740 -0.07565
C -0.73049 -2.92338 -1.25866
C -1.41179 -1.60741 -0.86135
N -1.03272 -0.42303 -1.71902
O -0.96913 -0.86499 -3.07262
C 0.28566 0.17847 -1.33301
C 0.64826 1.39015 -1.89964
C 1.84335 1.96297 -1.52500
C 2.67597 1.33100 -0.61024
C 2.30964 0.11174 -0.07304
C 1.10950 -0.47099 -0.42343
P -2.36595 0.89035 -1.66732
O -3.58249 0.01283 -1.13142
O -1.79105 1.70230 -0.45778
S -2.73083 1.82949 -3.27000
H 0.46028 -4.00625 0.02240
H -0.76920 -3.31018 0.78860
H 0.23018 -2.73691 -1.73802
H -1.40114 -3.45428 -1.93214
H -1.19332 -1.34091 0.17617
H -2.48744 -1.73074 -0.92709
H -0.01952 -0.87421 -3.27745
H 0.01768 1.90534 -2.61231
H 2.11244 2.92485 -1.94551
H 3.60532 1.80017 -0.30714
H 2.96322 -0.37745 0.63839
H 0.84285 -1.40761 0.04520
H -4.38140 0.56634 -1.16446
H -1.57612 1.04148 0.24701
N 1.08271 2.12187 3.31005
S -0.31986 1.45928 3.06837
O -1.01916 1.01086 4.22291
O -0.42089 0.64319 1.88571
F -1.10600 2.76637 2.63790
S 2.23518 1.16347 3.82425
O 3.33752 1.92297 4.29813
O 2.46677 0.02977 2.98168
F 1.60282 0.54051 5.13552

# 2
Molecular formula: C8H14FNO5S
Method: DFT, ωB97M-V with the def2-TZVPD basis set

The value obtained for the energy above the lowest of the compared OMol25 structures with the same formula, charge and spin is 0.0 kcal per mole. The LUMO energy is 0.47 eV. As for the structure (SMILES): CC(=O)OCCCN(C[C@@H]1CO1)S(=O)(=O)F. For the HOMO energy, the calculation gives -10.3 eV.

Positions of all 30 atoms, in Å:
C -0.54177 2.57346 2.15852
C -0.75130 1.35477 3.00230
O -1.73082 1.21747 3.65902
O 0.23982 0.42839 2.99778
C -0.13209 -0.88629 2.52034
C 0.66810 -1.24085 1.27646
C 0.61071 -0.12819 0.23637
N 0.78889 -0.58960 -1.16621
C 0.17976 0.30068 -2.16275
C -0.91466 -0.44421 -2.97843
C -2.24482 -0.57851 -2.36305
O -1.33160 -1.68449 -2.49960
S 2.32982 -0.96105 -1.62644
O 2.29631 -2.10259 -2.46566
O 3.06081 0.18642 -2.04094
F 2.91397 -1.38863 -0.26102
H 0.47124 2.64515 1.77304
H -1.20446 2.48014 1.29924
H -0.78320 3.46962 2.71664
H 0.14325 -1.57304 3.31596
H -1.20616 -0.93700 2.35392
H 0.31954 -2.18400 0.86187
H 1.69143 -1.37448 1.61357
H 1.28818 0.68821 0.48624
H -0.39980 0.27699 0.26490
H 0.90235 0.62946 -2.90377
H -0.30660 1.14019 -1.68060
H -0.87973 -0.29461 -4.05471
H -3.10053 -0.72499 -3.00703
H -2.37667 -0.29843 -1.32595

# 3
Molecular formula: C8H14N
Method: DFT, ωB97M-V with the def2-TZVPD basis set

The value obtained for the energy above the lowest of the compared OMol25 structures with the same formula, charge and spin is 85.5 kcal per mole. As for the total charge: +1. The LUMO energy is -4.43 eV. For the HOMO energy, the calculation gives -13.5 eV.

Positions of all 23 atoms, in Å:
C -2.31397 0.97522 0.41651
C -1.61413 2.07189 0.59243
C -0.64240 -2.96252 -0.58947
C -3.09732 -0.03783 0.46369
C 0.02838 -0.62995 -0.28366
C 1.94017 0.93257 -1.28905
C 1.88689 0.26069 1.15215
C 1.50193 -0.09648 -0.27032
N -0.33595 -1.78782 -0.49563
H -1.30707 2.75639 -0.31724
H -1.44590 2.50286 1.56531
H -0.82307 -3.33858 -1.57886
H -0.41788 -3.52509 0.27892
H -2.74105 -1.14945 0.39575
H -4.09884 0.08884 0.51172
H -0.70413 0.20635 0.03170
H 1.67130 1.92555 -1.02702
H 1.45969 0.68666 -2.14987
H 3.06631 1.03894 -1.59111
H 1.14760 0.92959 1.53887
H 2.87841 0.76029 1.30702
H 1.69376 -0.67764 1.81961
H 2.26727 -0.93048 -0.48146

# 4
Molecular formula: C8H14N2O2
Method: DFT, ωB97M-V with the def2-TZVPD basis set

The value obtained for the energy above the lowest of the compared OMol25 structures with the same formula, charge and spin is 70.7 kcal per mole. As for the total charge: +2. The LUMO energy (spin up / spin down) is -8.79 / -8.79 eV. For the HOMO energy (spin up / spin down), the calculation gives -16.3 / -16.3 eV.

Positions of all 26 atoms, in Å:
C 0.39888 -0.03368 0.51744
C -0.32409 -0.98879 -0.30602
C -1.31288 1.35686 0.04711
C -3.07503 2.03812 -1.28487
C -2.40599 2.17541 -0.13496
C -2.56727 3.07239 1.03176
C 1.71339 -0.29131 1.17390
C -0.16398 -2.44150 -0.70652
N 1.29404 -2.77519 -0.80783
N 2.75344 -0.83210 0.24363
O -0.24982 1.08337 0.56804
O -1.40814 -0.47633 -0.79267
H -3.97551 2.66614 -1.38313
H -2.58403 1.35161 -1.91919
H -3.51303 2.77095 1.48367
H -2.75058 4.14170 0.69612
H -1.74316 3.16644 1.84009
H 1.50058 -1.09387 1.87352
H 2.11636 0.63385 1.68397
H -0.77412 -2.52787 -1.62523
H -0.63069 -3.00741 0.20962
H 1.63002 -2.75665 -1.78980
H 1.53263 -3.68272 -0.52672
H 2.02269 -2.00594 -0.23222
H 3.76676 -0.74526 0.57559
H 2.74704 -0.28615 -0.66602

Summary of largest force on an atom in eV/Å
1.4; 1.9; 4.6; 6.4
(order as listed above)